Record 1
{"formula": "C7H35NO13", "method": "ωB97M-V with the def2-TZVPD basis set", "symbols": ["C", "C", "C", "N", "C", "C", "C", "C", "H", "H", "H", "H", "H", "H", "H", "H", "H", "H", "H", "O", "H", "H", "O", "H", "H", "O", "H", "H", "O", "H", "H", "O", "H", "H", "O", "H", "H", "O", "H", "H", "O", "H", "H", "O", "H", "H", "O", "H", "H", "O", "H", "H", "O", "H", "H", "O"], "coordinates": [[3.346, -2.129, -1.958], [2.235, -1.228, -1.461], [0.951, -1.187, -1.951], [0.298, -0.188, -1.315], [1.132, 0.536, -0.522], [2.395, -0.081, -0.611], [3.458, 0.121, 0.337], [3.513, 1.234, 1.060], [3.765, -2.851, -1.254], [2.946, -2.707, -2.817], [4.209, -1.639, -2.345], [0.423, -1.761, -2.677], [-0.640, 0.081, -1.561], [0.768, 1.200, 0.242], [4.112, -0.734, 0.496], [2.820, 2.027, 1.270], [4.315, 1.384, 1.774], [-1.209, 2.715, 0.757], [-2.636, 3.042, 0.850], [-1.974, 2.521, 1.325], [-2.606, -1.667, 1.036], [-2.628, -0.438, 1.939], [-3.007, -0.774, 1.113], [-2.671, -0.208, -3.105], [-3.142, 0.971, -2.268], [-2.882, 0.732, -3.182], [-0.616, -4.281, -1.511], [-0.989, -3.676, -3.041], [-0.756, -3.551, -2.129], [1.496, 1.352, 2.671], [2.187, 0.076, 2.671], [1.290, 0.416, 2.524], [1.354, -3.301, -0.392], [1.340, -4.329, 0.843], [0.991, -4.120, -0.025], [-2.282, 2.892, -1.897], [-1.354, 2.980, -3.265], [-1.772, 3.406, -2.516], [0.824, -2.290, 2.023], [0.219, -1.678, 3.233], [0.507, -2.548, 2.903], [-0.023, 3.502, 0.811], [-0.081, 3.232, 2.340], [0.492, 3.569, 1.646], [-1.018, -3.391, 1.040], [-1.267, -3.027, -0.471], [-1.691, -3.121, 0.401], [-4.216, 0.663, -0.730], [-3.276, 1.324, 0.362], [-3.522, 1.311, -0.578], [-0.409, 1.115, 3.448], [-1.502, 2.047, 3.796], [-0.584, 1.864, 4.034], [-1.116, 2.823, -1.236], [-0.816, 4.227, -1.399], [-0.701, 3.542, -0.727]], "energy_ha": -1320.4770, "charge": 0, "gap_ev": 7.979, "relative_energy_ev": 4.1348, "homo_ev": -7.98, "lumo_energy_ev": 0.00}

***

Record 2
{"formula": "C19H26FN4O5S", "method": "ωB97M-V with the def2-TZVPD basis set", "symbols": ["C", "C", "C", "C", "C", "C", "S", "C", "N", "N", "C", "O", "C", "C", "O", "C", "C", "C", "C", "C", "O", "N", "O", "C", "F", "H", "H", "H", "H", "H", "H", "H", "H", "H", "H", "H", "H", "H", "H", "H", "H", "H", "H", "H", "C", "C", "O", "N", "C", "H", "H", "H", "H", "H", "H", "H"], "coordinates": [[1.805, 1.177, 4.224], [0.788, 0.298, 3.755], [-0.423, 0.936, 2.959], [-1.041, 0.132, 1.775], [-0.507, -1.319, 1.285], [0.328, -1.011, -0.095], [2.100, -1.559, -0.002], [3.186, -0.115, 0.360], [4.451, 0.237, -0.263], [5.016, 1.354, 0.255], [4.138, 1.837, 1.296], [3.044, 0.935, 1.308], [-2.235, 0.713, 0.929], [-2.929, -0.055, -0.290], [-3.563, -1.304, 0.064], [-4.272, -1.230, 1.324], [-2.728, 2.142, 1.363], [-3.900, 2.833, 0.534], [-3.125, 3.185, -0.970], [-2.421, 4.716, -1.029], [-1.622, 3.320, -0.905], [-2.150, 2.886, 2.463], [-2.570, 4.128, 2.814], [-1.046, 2.334, 3.248], [-0.510, 3.124, 4.278], [2.440, 0.837, 5.104], [1.897, 2.189, 3.698], [0.793, -0.838, 3.871], [-1.359, -2.059, 1.111], [0.288, -1.744, 2.010], [0.352, 0.134, -0.266], [-0.236, -1.432, -1.014], [4.308, 2.758, 1.951], [-2.080, -0.320, -1.027], [-3.685, 0.566, -0.879], [-4.994, -2.129, 1.386], [-3.569, -1.327, 2.221], [-4.909, -0.287, 1.440], [-4.225, 3.854, 0.919], [-4.751, 2.117, 0.288], [-3.640, 2.774, -1.974], [-1.729, 4.990, -1.892], [-2.011, 5.110, -0.039], [-2.521, 4.717, 2.013], [2.489, -4.716, -5.291], [2.253, -3.894, -4.052], [1.137, -3.497, -3.735], [3.326, -3.593, -3.273], [4.711, -3.964, -3.473], [1.542, -4.874, -5.807], [3.167, -4.190, -5.966], [2.902, -5.690, -5.021], [3.089, -3.041, -2.463], [5.042, -4.538, -2.605], [5.304, -3.049, -3.543], [4.854, -4.557, -4.374]], "energy_ha": -1832.0896, "charge": 1, "gap_ev": 6.465, "homo_ev": -10.97, "lumo_energy_ev": -4.51}

***

Record 3
{"formula": "C17H25N3OS", "method": "ωB97M-V with the def2-TZVPD basis set", "symbols": ["C", "C", "C", "C", "N", "C", "S", "N", "C", "C", "N", "C", "C", "C", "C", "C", "C", "O", "C", "C", "C", "C", "H", "H", "H", "H", "H", "H", "H", "H", "H", "H", "H", "H", "H", "H", "H", "H", "H", "H", "H", "H", "H", "H", "H", "H", "H"], "coordinates": [[4.397, -3.702, -2.489], [4.477, -2.183, -2.578], [5.230, -1.555, -1.404], [4.495, -1.676, -0.068], [3.230, -0.979, -0.082], [2.026, -1.592, -0.040], [1.900, -3.218, 0.267], [0.920, -0.824, -0.268], [-0.395, -1.437, -0.234], [-1.021, -1.243, 1.152], [-1.113, 0.163, 1.484], [-2.240, 0.903, 1.189], [-3.320, 0.379, 0.463], [-4.447, 1.131, 0.233], [-4.569, 2.439, 0.710], [-5.806, 3.181, 0.409], [-5.910, 4.594, 0.939], [-6.707, 2.685, -0.238], [-3.503, 2.959, 1.447], [-2.373, 2.212, 1.680], [0.198, 0.769, 1.452], [0.837, 0.585, 0.058], [5.389, -4.132, -2.378], [3.947, -4.105, -3.393], [3.786, -4.012, -1.646], [3.466, -1.772, -2.627], [4.990, -1.905, -3.501], [5.404, -0.495, -1.615], [6.204, -2.035, -1.300], [4.293, -2.720, 0.171], [5.116, -1.249, 0.728], [3.276, -0.044, -0.460], [-0.294, -2.498, -0.463], [-1.009, -0.952, -0.999], [-1.998, -1.715, 1.216], [-0.367, -1.717, 1.893], [-3.278, -0.619, 0.056], [-5.267, 0.722, -0.339], [-5.841, 4.593, 2.024], [-5.107, 5.207, 0.536], [-6.867, 5.016, 0.641], [-3.554, 3.956, 1.856], [-1.587, 2.643, 2.282], [0.145, 1.831, 1.681], [0.830, 0.277, 2.200], [1.815, 1.064, 0.047], [0.202, 1.071, -0.693]], "energy_ha": -1300.4950, "charge": 0, "gap_ev": 8.289, "relative_energy_ev": 1.5593, "homo_ev": -7.82, "lumo_energy_ev": 0.47}

***

Record 4
{"formula": "C4H12", "method": "ωB97M-V with the def2-TZVPD basis set", "symbols": ["C", "C", "H", "H", "H", "H", "H", "H", "C", "C", "H", "H", "H", "H", "H", "H"], "coordinates": [[1.536, 0.178, -1.237], [2.369, 1.402, -0.619], [1.835, 0.079, -2.295], [1.847, -0.732, -0.663], [0.447, 0.314, -1.098], [3.138, 1.111, -0.014], [2.791, 1.886, -1.560], [1.717, 2.067, -0.060], [-1.262, -0.976, 0.579], [-2.549, -0.584, 1.269], [-0.565, -0.124, 0.561], [-0.971, -1.996, 1.058], [-1.571, -1.238, -0.486], [-3.047, -1.395, 1.682], [-3.380, -0.039, 0.754], [-2.334, 0.045, 2.130]], "energy_ha": -159.4940, "s2": 0.75, "charge": -1, "gap_ev": [2.790, 12.010], "relative_energy_ev": 0.9833, "spin_multiplicity": 2, "homo_ev": [1.53, -7.48], "lumo_energy_ev": [4.32, 4.53]}

***

Record 5
{"formula": "C2H2N2O4", "method": "ωB97M-V with the def2-TZVPD basis set", "symbols": ["C", "C", "N", "N", "O", "O", "O", "O", "H", "H"], "coordinates": [[-0.142, -1.027, 1.059], [0.252, -0.084, 0.037], [0.327, 2.012, 0.562], [-0.317, 0.017, -1.302], [0.035, 0.956, -2.032], [0.922, 2.664, -0.131], [-1.159, -0.799, -1.596], [1.082, -1.170, 0.409], [-0.201, -0.662, 2.100], [-0.799, -1.907, 0.894]], "energy_ha": -487.5829, "charge": 0, "gap_ev": [7.940, 7.892], "relative_energy_ev": 7.3691, "homo_ev": [-9.00, -8.99], "lumo_energy_ev": [-1.06, -1.10]}